(1)
76
Properties=species:S:1:pos:R:3 method="wB97M-V/def2-TZVPD" homo_ev=-4.4 total_charge=-1 homo_lumo_gap_ha=0.263
O 1.795 2.150 2.981
C 2.456 1.178 2.689
C 2.322 0.365 1.484
P 1.854 -1.515 1.847
O 1.468 -1.664 0.157
C 0.120 -1.433 -0.119
C -0.674 -1.009 1.159
Cl -1.015 0.795 1.042
C -1.940 -1.838 1.202
C -3.053 -1.300 2.098
C -4.438 -1.923 1.799
C -5.493 -0.850 1.792
C -6.241 -0.551 2.925
C -7.172 0.484 2.883
C -7.348 1.220 1.715
C -6.605 0.928 0.577
C -5.682 -0.111 0.618
O 0.162 -1.186 2.210
H 3.254 0.871 3.391
H 3.322 0.311 1.054
H 1.700 0.852 0.745
H 3.259 -1.815 1.715
H 2.106 -1.243 3.244
H 1.679 -2.935 2.068
H -0.021 -0.745 -0.956
H -0.279 -2.394 -0.468
H -1.653 -2.827 1.556
H -2.323 -1.958 0.191
H -3.130 -0.233 1.908
H -2.800 -1.408 3.148
H -4.421 -2.437 0.842
H -4.667 -2.665 2.564
H -6.081 -1.110 3.833
H -7.758 0.739 3.752
H -8.062 2.028 1.677
H -6.705 1.495 -0.335
H -5.074 -0.337 -0.245
C 2.382 1.363 -3.714
C 3.406 0.312 -3.293
C 3.871 0.855 -1.949
O 2.760 1.549 -1.391
C 1.745 1.717 -2.376
H 1.658 1.006 -4.446
H 2.890 2.236 -4.135
H 2.913 -0.654 -3.156
H 4.223 0.180 -4.003
H 4.700 1.564 -2.070
H 4.184 0.069 -1.259
H 0.917 1.038 -2.140
H 1.372 2.742 -2.336
C 4.600 -3.711 -1.989
C 5.592 -4.803 -1.599
C 6.033 -4.333 -0.219
O 4.927 -3.644 0.348
C 3.928 -3.399 -0.655
H 3.890 -4.019 -2.755
H 5.138 -2.832 -2.355
H 5.077 -5.765 -1.523
H 6.424 -4.917 -2.295
H 6.879 -3.638 -0.292
H 6.320 -5.158 0.438
H 3.079 -4.062 -0.468
H 3.575 -2.376 -0.585
C -1.213 5.297 -1.121
C -1.319 4.542 0.201
C -2.818 4.303 0.301
O -3.302 4.191 -1.045
C -2.286 4.609 -1.955
H -0.225 5.245 -1.577
H -1.467 6.351 -0.975
H -0.792 3.591 0.129
H -0.919 5.088 1.053
H -3.325 5.151 0.779
H -3.066 3.395 0.850
H -1.885 3.722 -2.459
H -2.726 5.266 -2.708

(2)
15
Properties=species:S:1:pos:R:3 method="wB97M-V/def2-TZVPD" homo_ev=-8.6 homo_lumo_gap_ha=0.350
C -1.333 -0.788 -0.614
C -0.424 -1.885 0.037
C -0.022 -0.341 -0.143
C 1.132 0.067 -1.002
C -0.082 0.858 1.506
N -2.470 -0.586 -1.064
H -0.816 -2.311 0.989
H 0.207 -2.493 -0.439
H 1.121 1.049 -1.436
H 1.301 -0.645 -1.798
H 2.030 0.043 -0.396
H -0.342 0.053 2.340
H -0.916 1.525 1.127
H 0.864 1.411 1.419
H -2.748 0.368 -1.497

(3)
123
Properties=species:S:1:pos:R:3 method="wB97M-V/def2-TZVPD" homo_ev=-2.9 total_charge=-2 homo_lumo_gap_ha=0.245
Pb -0.064 0.762 0.082
O 1.718 3.033 4.376
C 1.111 2.510 3.437
O 1.630 1.756 2.535
C -0.386 2.802 3.284
C -0.889 4.095 3.313
C -2.249 4.279 3.124
C -3.068 3.177 2.946
C -2.490 1.913 2.921
N -1.173 1.742 3.073
C -3.351 0.674 2.611
O -4.524 0.699 3.031
O -2.799 -0.231 1.926
H -0.216 4.931 3.451
H -2.667 5.279 3.115
H -4.138 3.268 2.813
C -3.440 4.113 -2.164
N -2.079 3.773 -1.868
C -1.196 3.403 -2.966
C 0.215 3.203 -2.472
C 1.336 3.755 -3.072
C 2.437 3.472 -2.228
C 1.920 2.771 -1.158
N 0.568 2.599 -1.296
C -4.014 1.643 -2.543
C -4.022 0.805 -3.809
C -4.329 -0.670 -3.980
C -3.624 -1.517 -3.007
C -3.934 -0.191 -0.848
C -4.342 1.010 -1.231
H -2.002 3.109 -1.106
H -3.797 4.909 -1.517
H -1.141 4.272 -3.618
H 1.349 4.320 -3.996
H 3.472 3.740 -2.384
H 2.433 2.392 -0.279
H -4.293 1.384 -4.680
H -4.298 -0.981 -5.019
H -3.134 -2.394 -3.401
H -4.225 -0.579 0.122
H -4.970 1.589 -0.560
C -4.835 -3.783 -2.128
C -5.506 -3.003 -2.997
C -5.113 -1.564 -3.014
C -3.043 -1.080 -1.701
C -2.906 -2.405 -0.979
C -3.712 -3.469 -1.190
P -1.654 0.118 -2.093
C -2.686 1.239 -3.174
C -4.472 3.075 -2.550
C -4.052 4.135 -3.554
C -3.425 3.806 -4.864
C -2.461 2.917 -5.052
C -1.766 2.248 -3.895
C -0.593 -0.769 -3.275
C -0.980 -1.095 -4.551
C -0.114 -1.805 -5.405
C 1.129 -2.164 -4.969
C 1.591 -1.780 -3.687
C 2.918 -2.053 -3.282
C 3.386 -1.518 -2.118
C 2.532 -0.761 -1.290
C 1.197 -0.562 -1.546
C 0.728 -1.056 -2.810
H -5.167 -4.816 -2.047
H -6.323 -3.409 -3.587
H -5.597 -1.009 -2.223
H -2.199 -2.445 -0.154
H -3.510 -4.312 -0.535
H -5.474 3.203 -2.154
H -4.783 4.927 -3.650
H -3.865 4.309 -5.721
H -2.116 2.699 -6.059
H -0.909 1.692 -4.273
H -1.952 -0.797 -4.924
H -0.439 -2.055 -6.409
H 1.799 -2.725 -5.614
H 3.555 -2.649 -3.926
H 4.418 -1.681 -1.822
H 2.964 -0.311 -0.404
F 2.505 -7.303 1.706
C 2.713 -6.417 0.696
F 3.960 -6.685 0.232
F 1.854 -6.754 -0.286
C 2.569 -5.001 1.139
C 3.534 -4.455 1.977
C 3.450 -3.124 2.350
C 2.411 -2.307 1.902
C 1.419 -2.903 1.120
C 1.492 -4.231 0.726
P 2.159 -0.427 2.177
C 3.929 0.036 2.435
C 4.311 1.097 3.264
C 5.603 1.595 3.234
C 6.542 1.054 2.366
C 6.195 -0.013 1.551
C 4.903 -0.513 1.593
C 7.931 1.594 2.329
F 8.748 0.976 3.228
F 7.992 2.910 2.621
F 8.524 1.432 1.125
C 1.514 -0.786 3.868
C 0.162 -1.102 3.980
C -0.395 -1.390 5.217
C 0.403 -1.367 6.350
C 1.758 -1.076 6.251
C 2.309 -0.790 5.013
C -0.149 -1.683 7.699
F -1.484 -1.851 7.706
F 0.128 -0.720 8.612
F 0.383 -2.829 8.212
H 4.353 -5.075 2.325
H 4.219 -2.713 2.996
H 0.579 -2.302 0.792
H 0.733 -4.656 0.080
H 3.581 1.575 3.905
H 5.874 2.429 3.870
H 6.924 -0.436 0.872
H 4.645 -1.339 0.941
H -0.471 -1.105 3.103
H -1.451 -1.617 5.296
H 2.375 -1.071 7.142
H 3.366 -0.568 4.946

(4)
22
Properties=species:S:1:pos:R:3 method="wB97M-V/def2-TZVPD" homo_ev=-8.6 smiles=CC[C@H](C)NC.O homo_lumo_gap_ha=0.352
C -0.908 -2.021 0.808
C -0.040 -0.917 0.175
C -0.627 0.509 0.116
C -1.947 0.447 -0.660
N 0.396 1.413 -0.401
C 0.924 2.397 0.538
H -1.337 -1.617 1.728
H -1.512 -2.603 0.132
H -0.182 -2.710 1.257
H 0.265 -1.128 -0.853
H 0.859 -0.852 0.794
H -0.865 0.792 1.154
H -2.464 1.391 -0.858
H -2.567 -0.231 -0.093
H -1.736 0.048 -1.662
H 0.043 1.911 -1.205
H 0.761 2.045 1.564
H 2.010 2.474 0.474
H 0.531 3.415 0.455
O 2.969 -1.276 -1.010
H 2.152 -1.296 -1.518
H 3.274 -2.190 -0.933

(5)
11
Properties=species:S:1:pos:R:3 method="wB97M-V/def2-TZVPD" homo_ev=-9.1 smiles="[H]/N=C/N/C=C/F" homo_lumo_gap_ha=0.359
H 0.568 -0.307 2.771
N 0.730 -0.121 1.771
C -0.404 -0.621 1.251
N -0.786 -0.698 -0.189
C 0.088 -0.022 -1.120
C 0.831 0.989 -1.029
F 0.656 1.845 -2.144
H -1.242 -1.284 1.629
H -1.218 -1.508 -0.593
H -0.515 0.311 -2.124
H 1.292 1.415 -0.223

(6)
15
Properties=species:S:1:pos:R:3 method="wB97M-V/def2-TZVPD" homo_ev=-9.9 homo_lumo_gap_ha=0.330
C -0.051 -0.137 0.033
C 0.031 1.250 -0.711
C -0.725 2.260 0.056
C 1.353 -0.799 0.105
C 2.566 -0.310 -0.249
C -1.035 -0.924 -0.485
H -1.646 -0.836 1.609
H 0.188 1.290 -1.702
H -1.523 2.306 1.066
H -0.886 3.247 -0.429
H 1.414 -1.576 1.040
H 2.344 0.599 -1.134
H 3.618 -0.755 -0.122
N -2.011 -1.646 -0.680
O -0.283 -0.099 1.491

Number 1: molecular weight 506.0 g/mol, lowest unoccupied orbital energy 2.7104 eV. Number 2: molecular weight 83.1 g/mol, lowest unoccupied orbital energy 0.8832 eV. Number 3: molecular weight 1333.2 g/mol, lowest unoccupied orbital energy 3.7797 eV. Number 4: molecular weight 105.2 g/mol, lowest unoccupied orbital energy 0.9977 eV. Number 5: molecular weight 88.1 g/mol, lowest unoccupied orbital energy 0.6950 eV. Number 6: molecular weight 109.1 g/mol, lowest unoccupied orbital energy -0.8818 eV.